Computed, not measured: C7H7N5O2 as an isolated structure, with the ωB97M-V functional and the def2-TZVPD basis.

As for the HOMO energy: -8.93 eV. The HOMO-LUMO gap is 8.668 eV. The value obtained for the relative energy (zero: lowest compared OMol25 entry of this formula, charge and spin) is 311.43 kJ/mol. The LUMO energy comes out at -0.259 eV. For the energy, the calculation gives -695.02980 a.u.

The geometry in ORCA input format:
```
! RIJCOSX wB97M-V def2-TZVPD def2/J DEFGRID3
* xyz 0 1
C -2.14 -1.92 0.95
C 2.97 0.10 -0.44
C -1.46 -2.46 -0.11
C 2.96 0.74 0.79
C -1.45 -0.31 -0.23
C 1.01 0.77 -0.16
C -0.88 0.93 -0.73
N -2.12 -0.52 0.89
N 1.78 0.14 -1.03
N -1.07 -1.45 -0.90
N 1.68 1.14 0.91
N -1.41 2.19 -0.28
O -1.09 2.58 0.82
O -2.01 2.88 -1.06
H -2.70 -2.40 1.79
H 3.81 -0.61 -0.64
H -1.59 -3.54 -0.53
H 3.70 0.93 1.59
H -0.87 0.78 -1.77
H -0.42 -1.49 -1.67
H 1.29 1.52 1.81
*
```

Atom charges from the Mulliken analysis, given in e for atoms 1 to 5: C -0.3165; C -0.3769; C -0.3284; C -0.2346; C 0.2663

Computed, not measured: a 14-piece molecular cluster, C38H64BCl18N4O8 overall, with the ωB97M-V functional and the def2-TZVPD basis.

As for the HOMO energy: -7.83 eV. The HOMO-LUMO gap is 9.234 eV. The LUMO energy comes out at 1.400 eV. For the energy, the calculation gives -10615.82157 a.u.

The geometry in ORCA input format:
```
! RIJCOSX wB97M-V def2-TZVPD def2/J DEFGRID3
* xyz -1 1
O -1.12 1.03 2.62
C -0.85 0.36 1.63
O -0.88 0.72 0.32
B -0.39 -0.44 -0.55
O -0.10 -1.54 0.40
C -0.33 -1.10 1.66
O -0.21 -1.71 2.76
O 0.84 -0.12 -1.42
C 0.49 -0.13 -2.70
O 1.15 0.23 -3.66
C -0.99 -0.67 -2.82
O -1.43 -0.84 -1.55
O -1.66 -0.86 -3.83
C 3.67 7.41 -1.75
C 2.86 6.22 -2.05
C 2.08 5.55 -0.88
C 2.77 5.42 0.43
N 3.34 5.33 1.42
H 4.38 7.17 -0.95
H 2.95 8.13 -1.36
H 4.38 7.71 -2.53
H 3.65 5.56 -2.41
H 2.25 6.45 -2.93
H 1.84 4.54 -1.22
H 1.16 6.10 -0.68
C 8.73 1.98 -3.92
C 7.66 1.71 -5.02
C 7.67 0.31 -5.64
C 8.80 -0.04 -6.54
N 9.68 -0.39 -7.25
H 8.65 2.99 -3.52
H 9.73 1.92 -4.34
H 8.72 1.33 -3.04
H 7.84 2.41 -5.83
H 6.71 1.98 -4.56
H 6.72 0.08 -6.12
H 7.73 -0.40 -4.81
C -7.93 -4.28 -8.43
C -6.46 -3.89 -8.01
C -5.72 -5.16 -7.51
C -5.41 -6.07 -8.61
N -5.16 -6.78 -9.48
H -8.34 -3.42 -8.95
H -8.56 -4.39 -7.54
H -8.04 -5.22 -8.96
H -6.48 -3.26 -7.12
H -5.93 -3.34 -8.78
H -6.29 -5.68 -6.74
H -4.73 -4.93 -7.12
C 2.46 7.57 8.54
C 1.07 7.04 8.58
C 0.65 6.44 7.25
C 0.64 7.37 6.12
N 0.63 8.07 5.20
H 2.74 8.26 9.34
H 2.64 8.16 7.64
H 3.21 6.77 8.54
H 0.44 7.91 8.78
H 0.92 6.40 9.45
H -0.38 6.12 7.37
H 1.25 5.59 6.92
Cl 1.53 1.40 9.26
C 2.75 0.58 8.26
C 4.10 1.28 8.36
Cl 4.65 1.49 10.06
H 2.47 0.58 7.21
H 2.80 -0.43 8.65
H 4.12 2.22 7.81
H 4.77 0.57 7.87
Cl 5.47 -2.48 3.63
C 5.59 -2.58 1.86
C 5.92 -1.22 1.27
Cl 7.40 -0.43 1.92
H 4.69 -3.02 1.43
H 6.38 -3.29 1.61
H 5.07 -0.53 1.23
H 6.18 -1.34 0.22
Cl -3.80 -6.05 0.23
C -5.06 -5.45 -0.90
C -5.57 -4.12 -0.33
Cl -6.30 -3.18 -1.63
H -5.87 -6.18 -0.96
H -4.55 -5.31 -1.85
H -4.80 -3.44 0.03
H -6.23 -4.14 0.54
Cl -5.34 -3.71 6.70
C -4.12 -4.97 7.29
C -4.60 -5.66 8.55
Cl -4.83 -4.72 10.06
H -3.20 -4.43 7.49
H -3.98 -5.64 6.44
H -3.94 -6.50 8.74
H -5.59 -6.05 8.28
Cl -7.30 5.04 3.68
C -6.34 4.09 2.53
C -6.53 2.52 2.68
Cl -8.12 2.01 2.03
H -5.29 4.28 2.74
H -6.67 4.43 1.55
H -6.50 2.17 3.71
H -5.74 2.05 2.10
Cl -7.35 3.24 -5.78
C -6.28 3.31 -4.38
C -5.58 4.66 -4.36
Cl -4.48 4.73 -2.90
H -5.60 2.46 -4.49
H -6.86 3.09 -3.48
H -6.21 5.55 -4.41
H -4.86 4.61 -5.17
Cl 0.79 4.09 -10.48
C -0.47 3.65 -9.27
C -0.11 4.51 -7.99
Cl -0.71 6.21 -8.22
H -0.43 2.58 -9.07
H -1.46 3.86 -9.67
H 0.97 4.62 -7.85
H -0.47 4.14 -7.03
Cl 0.71 -7.27 -3.30
C 1.90 -7.11 -2.05
C 3.28 -7.36 -2.64
Cl 3.92 -5.95 -3.56
H 1.66 -7.89 -1.32
H 1.88 -6.08 -1.68
H 3.44 -8.34 -3.08
H 4.00 -7.39 -1.82
Cl 3.24 -8.25 4.38
C 2.04 -7.59 5.50
C 2.65 -7.78 6.95
Cl 1.50 -7.20 8.17
H 1.06 -8.07 5.44
H 1.92 -6.53 5.29
H 3.58 -7.22 6.92
H 2.96 -8.79 7.18
*
```

Atom charges from the Mulliken analysis, given in e for atoms 1 to 5: O -0.6375; C 0.6465; O -0.3843; B 0.7700; O -0.3748

Computed, not measured: a 2-piece molecular cluster, C6H5O4 overall, with the ωB97M-V functional and the def2-TZVPD basis.

As for the HOMO energy: -1.88 eV. The HOMO-LUMO gap is 5.664 eV. The value obtained for the relative energy (zero: lowest compared OMol25 entry of this formula, charge and spin) is 118.84 kJ/mol. The LUMO energy comes out at 3.788 eV. For the energy, the calculation gives -532.55568 a.u.

The geometry in ORCA input format:
```
! RIJCOSX wB97M-V def2-TZVPD def2/J DEFGRID3
* xyz -1 1
C 0.48 -0.42 -1.38
C 1.50 0.24 -1.98
C 1.70 0.65 0.10
C 0.62 -0.20 0.01
C -2.29 0.85 1.48
C -0.26 -0.58 1.03
O -3.00 -0.04 1.16
O -1.98 1.87 1.95
O 2.26 0.90 -1.10
O -0.98 -1.85 0.67
H -0.40 -0.71 -2.07
H 1.67 0.41 -3.04
H 2.12 1.15 1.01
H 0.24 -0.75 2.06
H -1.69 -1.52 0.10
*
```

Atom charges from the Mulliken analysis, given in e for atoms 1 to 5: C -0.6482; C -0.1285; C -0.7779; C 1.2064; C 0.5880